ORCA calculation (ωB97M-V/def2-TZVPD) on a structure of composition C37H50BN9O2Ru.

Output
Total charge: +2
Largest force on an atom: 0.7 eV Å⁻¹
Frontier orbital gap (spin up / spin down): 5.83 / 3.39 eV
LUMO energy (spin up / spin down): -0.24693 / -0.33488 Ha
<S²>: 6.0238
Spin multiplicity: 5

Atoms and positions in Å:
1 Ru 0.217 -1.532 -0.079
2 O 1.278 -2.797 -1.246
3 O -0.479 -2.168 -2.358
4 N -1.237 -0.867 1.206
5 N 1.948 -0.205 0.607
6 N -1.187 5.279 -1.718
7 N 1.724 0.117 1.924
8 N -1.257 4.666 -3.864
9 N 0.680 -2.812 1.373
10 N 1.033 -2.208 2.545
11 N -0.715 -0.453 2.407
12 N -0.209 0.360 -1.134
13 C -1.477 0.613 4.524
14 C 2.882 0.643 0.143
15 C 4.993 0.653 -1.124
16 C 3.010 -0.390 -2.178
17 C -0.298 1.434 -0.316
18 C -0.574 2.700 -0.756
19 C -1.700 7.705 -2.099
20 C -1.067 4.283 -2.563
21 C -3.585 -0.973 0.154
22 C -1.516 6.016 -3.845
23 C 1.980 -2.805 4.759
24 C 3.075 2.084 -1.854
25 C 3.464 0.724 -1.250
26 C -1.693 0.071 3.157
27 C -3.231 -2.288 -0.528
28 C -1.969 8.614 -3.094
29 C -4.962 -1.126 0.814
30 C -3.680 0.168 -0.871
31 C 2.540 1.714 3.660
32 C -0.765 2.936 -2.125
33 C 2.521 1.140 2.287
34 C 0.115 -6.527 1.392
35 C 0.867 -4.178 1.521
36 C -0.640 1.834 -2.972
37 C 0.563 -2.839 -2.315
38 C 1.484 -3.123 3.400
39 C 1.651 -5.682 -0.348
40 C -2.875 -0.023 2.440
41 C 1.387 -4.375 2.778
42 C -0.777 -4.909 -0.234
43 C 0.477 -5.279 0.556
44 C -1.791 6.935 -4.853
45 C -0.365 0.589 -2.446
46 C 3.271 1.493 1.185
47 C -2.575 -0.629 1.227
48 C -1.469 6.378 -2.485
49 C -2.015 8.233 -4.449
50 B 0.765 -0.700 2.787
51 H -0.989 -5.696 -0.957
52 H 1.647 -5.314 3.229
53 H 2.820 -2.112 4.707
54 H -0.758 1.909 -4.043
55 H 0.984 -6.955 1.889
56 H -3.187 -3.105 0.192
57 H 2.308 -3.714 5.255
58 H -1.663 7.990 -1.057
59 H 1.543 2.010 3.984
60 H -4.491 -0.045 -1.568
61 H -5.677 -1.463 0.064
62 H -0.652 -6.309 2.135
63 H -0.678 1.352 4.539
64 H 3.490 -0.254 -3.149
65 H 0.911 -0.453 3.936
66 H 1.994 2.176 -1.963
67 H -1.637 -4.831 0.432
68 H 1.199 -2.339 5.360
69 H -3.897 1.117 -0.379
70 H -0.643 3.521 -0.058
71 H 3.290 -1.370 -1.797
72 H -0.700 -3.973 -0.790
73 H -0.294 -0.255 -3.109
74 H 0.908 -3.467 -3.140
75 H 1.934 -0.357 -2.347
76 H 5.390 1.492 -0.555
77 H -2.289 -2.236 -1.074
78 H -4.945 -1.862 1.619
79 H 2.495 -6.014 0.258
80 H 5.307 -0.271 -0.637
81 H 4.020 2.264 1.146
82 H -0.273 -7.291 0.719
83 H 5.442 0.686 -2.116
84 H 2.933 0.998 4.382
85 H -2.390 1.087 4.876
86 H 3.529 2.190 -2.839
87 H -1.216 -0.182 5.223
88 H -3.997 -2.529 -1.266
89 H -2.153 9.649 -2.841
90 H 3.177 2.595 3.677
91 H -0.142 1.269 0.739
92 H 1.341 -6.524 -0.966
93 H -2.767 0.273 -1.447
94 H -5.332 -0.180 1.208
95 H -1.208 4.089 -4.685
96 H 3.423 2.908 -1.232
97 H -2.233 8.987 -5.193
98 H -3.847 0.277 2.786
99 H -1.832 6.650 -5.896
100 H 1.994 -4.879 -0.991



ORCA calculation (ωB97M-V/def2-TZVPD) on a cluster of 2 separate species, C3H9OS in total at a distorted geometry.

Output
Total charge: -1
Largest force on an atom: 3.5 eV Å⁻¹
Frontier orbital gap: 6.65 eV
LUMO energy: 0.14844 Ha

Atoms and positions in Å:
1 S 1.885 -1.056 0.484
2 O -1.005 -0.399 0.313
3 C -0.914 2.039 0.523
4 C 2.233 -1.940 -1.050
5 C -1.740 0.664 0.634
6 H -2.457 0.321 1.536
7 H 3.363 -2.327 -1.081
8 H -0.143 -0.885 0.639
9 H -0.107 2.098 1.321
10 H -1.656 2.918 0.615
11 H 1.616 -2.935 -1.087
12 H -2.392 0.880 -0.166
13 H 1.925 -1.483 -2.015
14 H -0.609 2.104 -0.666



ORCA calculation (ωB97M-V/def2-TZVPD) on a cluster of 19 separate species, C29H82N3O22S in total at a distorted geometry.

Output
Total charge: -1
Largest force on an atom: 8.6 eV Å⁻¹
Frontier orbital gap: 6.32 eV
LUMO energy: 0.05720 Ha

Atoms and positions in Å:
1 S 3.098 -2.765 5.180
2 O 2.925 2.187 1.827
3 O 1.665 9.491 -2.143
4 O 0.231 1.048 -4.788
5 O -6.724 3.286 5.621
6 O -3.473 0.830 2.289
7 O 5.368 -2.639 -2.172
8 O 5.281 8.112 0.150
9 O 10.236 -2.599 -4.431
10 O -0.484 -7.494 -0.692
11 O 5.518 3.460 0.332
12 O -0.560 1.184 -1.374
13 O 8.056 -0.024 -0.638
14 O 9.443 -6.080 -4.957
15 O -3.630 4.606 2.662
16 O -10.208 2.040 2.329
17 O -3.482 -1.818 4.648
18 O 9.743 -9.508 -2.603
19 O -7.335 1.906 0.818
20 O 3.268 -2.180 -0.939
21 O -7.357 -1.286 3.663
22 O 4.697 0.568 2.380
23 O -9.804 -1.398 -0.145
24 N -0.368 -4.169 0.267
25 N 2.259 -1.363 1.841
26 N 3.217 -2.317 2.126
27 C 0.908 -1.964 1.492
28 C -4.374 1.401 1.358
29 C -8.978 -1.868 -1.195
30 C 0.799 -3.379 0.747
31 C 8.578 -9.327 -1.818
32 C 2.718 -0.328 0.843
33 C -0.768 0.969 -5.789
34 C 4.282 8.033 -0.850
35 C 5.284 4.712 0.950
36 C -7.706 1.889 -0.548
37 C 3.217 -2.675 3.455
38 C 3.533 0.835 1.724
39 C -7.624 3.857 4.690
40 C 8.278 -5.898 -4.172
41 C -1.760 -2.004 1.435
42 C -0.250 2.526 -1.049
43 C 3.678 -0.887 -0.361
44 C -0.448 -1.157 1.892
45 C -1.579 -3.396 0.660
46 C 7.685 -0.041 -2.004
47 C -0.855 -7.511 -2.058
48 C -8.522 -1.104 4.448
49 C -3.995 4.697 4.027
50 C 4.572 -2.901 -1.126
51 C -11.005 1.119 1.607
52 C 5.129 -4.026 -0.038
53 C 1.294 9.473 -3.509
54 C -4.646 -1.637 5.433
55 C 9.336 -2.028 -5.362
56 H -2.839 -1.592 1.673
57 H 9.610 -5.240 -5.418
58 H -0.506 -0.119 2.429
59 H -8.629 3.466 4.867
60 H -11.954 0.984 2.131
61 H 1.042 1.367 -5.219
62 H 2.019 10.048 -4.092
63 H 4.119 9.024 -1.282
64 H -0.932 1.960 -6.220
65 H 6.168 5.010 1.519
66 H -9.373 2.140 1.841
67 H 1.774 0.200 0.386
68 H -0.485 -6.564 -0.407
69 H -1.697 0.613 -5.337
70 H 3.354 7.677 -0.398
71 H -2.600 -3.926 0.329
72 H -9.842 -2.102 0.525
73 H 9.928 -2.347 -3.544
74 H 9.340 -0.940 -5.254
75 H -0.073 2.599 0.027
76 H -7.335 2.836 1.102
77 H -4.370 2.489 1.466
78 H -4.958 5.207 4.104
79 H -3.315 -0.979 4.186
80 H -11.196 1.509 0.605
81 H -4.081 3.693 4.450
82 H 7.436 -5.648 -4.821
83 H -7.978 -2.076 -0.808
84 H 1.285 8.439 -3.861
85 H -0.865 -8.545 -2.410
86 H -4.863 -2.565 5.966
87 H -9.411 -2.775 -1.623
88 H -7.715 0.855 -0.901
89 H 1.665 10.421 -1.858
90 H -8.739 -2.032 4.982
91 H 0.296 9.904 -3.622
92 H -1.853 -7.081 -2.171
93 H -7.032 3.537 6.508
94 H -10.486 0.159 1.544
95 H -1.089 3.171 -1.323
96 H 9.910 -8.669 -3.064
97 H -3.781 1.082 3.176
98 H -5.489 -1.387 4.784
99 H 3.591 -0.094 -1.249
100 H -0.712 1.150 -2.334
101 H -7.620 4.944 4.798
102 H 8.409 0.533 -2.586
103 H 4.328 -4.880 0.133
104 H -5.379 1.011 1.535
105 H 6.104 -4.569 -0.459
106 H 8.747 -8.524 -1.095
107 H -9.364 -0.854 3.799
108 H -8.914 -1.098 -1.968
109 H 6.687 0.389 -2.117
110 H -6.981 2.463 -1.131
111 H 5.693 2.819 1.042
112 H 4.598 7.334 -1.628
113 H 8.361 -10.255 -1.284
114 H 0.650 2.834 -1.586
115 H 9.654 -2.293 -6.373
116 H -8.353 -0.302 5.171
117 H -7.306 3.592 3.679
118 H 5.422 -3.543 0.991
119 H 4.419 4.636 1.613
120 H 8.056 0.906 -0.353
121 H -7.190 -0.446 3.202
122 H 5.083 5.457 0.177
123 H 8.331 -2.419 -5.185
124 H -4.478 -0.835 6.155
125 H -8.704 2.319 -0.661
126 H -4.055 1.136 0.347
127 H -0.452 0.269 -6.566
128 H -2.773 4.149 2.625
129 H 7.736 -9.076 -2.467
130 H 8.061 -6.827 -3.638
131 H -3.237 5.268 4.570
132 H 6.092 8.431 -0.280
133 H 8.447 -5.096 -3.449
134 H 1.849 -3.908 0.531
135 H 7.675 -1.075 -2.356
136 H -0.131 -6.936 -2.641
137 H 4.833 -0.875 -0.060



ORCA calculation (ωB97M-V/def2-TZVPD) on a structure of composition C28H42BLiN12O.

Output
Total charge: +1
Largest force on an atom: 0.6 eV Å⁻¹
Frontier orbital gap (spin up / spin down): 9.11 / 5.01 eV
LUMO energy (spin up / spin down): -0.06693 / -0.21771 Ha
<S²>: 0.7587
Spin multiplicity: 2

Atoms and positions in Å:
1 O -1.369 -1.642 0.858
2 N -1.344 0.273 -2.489
3 N -2.638 -3.368 0.075
4 N 1.166 1.338 -1.427
5 N 0.929 -1.400 -1.045
6 N -1.550 0.607 -1.188
7 N 0.259 0.813 1.864
8 N -0.852 -1.435 -4.930
9 N 1.074 1.010 -2.656
10 N -0.148 -0.331 -4.556
11 N 0.638 -1.413 -2.377
12 N 0.557 1.430 4.239
13 N -2.233 -3.092 2.360
14 C -1.766 -2.263 3.453
15 C 0.963 -2.622 -2.907
16 C 0.398 1.105 2.977
17 C -2.508 0.382 -3.183
18 C 2.426 2.880 0.008
19 C 0.940 0.412 5.237
20 C -0.444 -0.157 -6.735
21 C 2.140 2.330 -1.318
22 C 1.448 -3.412 -1.899
23 C 1.398 -2.601 -0.745
24 C -3.524 -4.501 0.302
25 C 2.508 2.253 5.890
26 C -3.488 0.778 -2.311
27 C -3.193 -5.193 1.606
28 C -1.765 -2.404 -6.989
29 C 2.032 1.745 -3.420
30 C -2.835 0.900 -1.064
31 C -2.061 -2.648 1.076
32 C 0.330 2.799 4.725
33 C 1.765 -2.948 0.660
34 C 1.626 3.373 5.311
35 C 0.093 0.456 -5.638
36 C 1.649 1.100 6.406
37 C -1.027 -1.344 -6.237
38 C 2.684 2.582 -2.590
39 C -3.159 -4.160 2.708
40 C -3.409 1.264 0.266
41 C -2.572 -2.901 -1.297
42 B 0.014 -0.178 -3.048
43 Li -0.265 -0.210 0.171
44 H 0.918 1.474 7.127
45 H -2.218 -5.679 1.529
46 H 2.685 2.054 0.679
47 H 1.504 3.310 0.413
48 H -3.565 -2.608 -1.650
49 H -4.568 -4.168 0.299
50 H -0.048 3.400 3.902
51 H 3.216 3.625 -0.005
52 H -1.916 -2.048 -1.356
53 H -4.200 2.006 0.164
54 H -4.525 0.967 -2.536
55 H -0.454 2.762 5.483
56 H 3.469 3.272 -2.851
57 H 2.254 0.361 6.931
58 H -2.587 -1.689 3.897
59 H 0.056 -0.132 5.577
60 H 0.550 1.427 -5.585
61 H -2.817 -4.610 3.641
62 H -3.937 -5.958 1.826
63 H -1.801 -2.166 -8.051
64 H -2.188 -3.689 -1.947
65 H -2.629 1.660 0.917
66 H -0.434 0.207 -7.750
67 H 2.176 3.922 4.546
68 H 2.176 1.559 -4.469
69 H 1.363 4.090 6.089
70 H -1.281 -3.373 -6.870
71 H 1.855 -2.041 1.259
72 H -1.017 -1.573 3.081
73 H 1.804 -4.426 -1.981
74 H 0.992 -3.575 1.112
75 H 3.179 1.870 5.117
76 H 3.140 2.648 6.684
77 H -4.162 -3.757 2.890
78 H 1.610 -0.297 4.752
79 H -2.788 -2.496 -6.622
80 H -3.405 -5.188 -0.535
81 H 2.706 -3.495 0.699
82 H 0.812 -2.835 -3.951
83 H -3.834 0.382 0.752
84 H -1.331 -2.896 4.227
85 H -2.559 0.164 -4.238



ORCA calculation (ωB97M-V/def2-TZVPD) on a structure of composition C4H3NO2 at a distorted geometry.

Output
Largest force on an atom: 1.1 eV Å⁻¹
Frontier orbital gap: 8.12 eV
LUMO energy: -0.03693 Ha

Atoms and positions in Å:
1 O -0.216 -0.077 2.738
2 O 0.844 -0.534 0.536
3 N -1.313 0.163 -0.712
4 C 0.842 -0.510 -0.758
5 C -0.236 -0.177 -1.527
6 C -1.413 0.162 0.465
7 C -0.164 0.439 1.678
8 H 1.781 -0.792 -1.240
9 H 0.179 1.447 1.422
10 H -0.304 -0.121 -2.601



ORCA calculation (ωB97M-V/def2-TZVPD) on a structure of composition C20H22BF4MnN3O2S5 at a distorted geometry.

Output
Total charge: -2
Largest force on an atom: 1.6 eV Å⁻¹
Frontier orbital gap (spin up / spin down): 5.14 / 5.20 eV
LUMO energy (spin up / spin down): 0.15096 / 0.15095 Ha
<S²>: 0.8798
Spin multiplicity: 2

Atoms and positions in Å:
1 Mn -0.940 2.269 -0.263
2 S -2.781 6.920 0.532
3 S -3.465 2.652 0.521
4 S -4.914 5.178 1.218
5 S -5.326 8.127 1.537
6 S -0.887 4.765 -0.309
7 F 1.736 -0.008 -2.066
8 F 3.101 1.462 -0.923
9 F 2.420 1.943 -3.067
10 F 0.890 1.985 -1.351
11 O -0.447 1.255 1.224
12 O -0.413 -4.172 -2.572
13 N -1.817 1.266 -1.929
14 N -1.254 -2.172 -3.119
15 N 0.540 -2.314 -1.617
16 C -4.390 6.811 1.118
17 C -3.463 4.377 0.633
18 C 1.524 -4.279 -0.470
19 C -2.476 1.117 -4.199
20 C -0.064 0.768 2.447
21 C -1.584 -0.806 -3.093
22 C -1.487 -0.026 -1.953
23 C 2.259 -2.047 0.029
24 C -2.102 -0.214 -4.244
25 C 3.237 -3.917 1.212
26 C 1.468 0.779 2.563
27 C 4.194 -4.471 2.238
28 C -2.446 5.211 0.307
29 C 1.439 -2.905 -0.701
30 C -0.567 -0.676 2.606
31 C -0.349 -2.959 -2.421
32 C -0.668 1.635 3.562
33 C 3.140 -2.553 0.969
34 C 2.416 -4.762 0.476
35 C -2.306 1.832 -3.025
36 B 2.084 1.350 -1.854
37 H -0.401 1.253 4.554
38 H -0.130 -1.305 1.825
39 H 2.210 -0.981 -0.147
40 H 3.761 -1.860 1.525
41 H 2.468 -5.834 0.645
42 H 0.621 -1.306 -1.699
43 H -1.754 1.654 3.458
44 H -1.138 -0.431 -1.009
45 H -2.885 1.605 -5.073
46 H -1.778 -2.732 -3.771
47 H -2.565 2.880 -2.939
48 H 1.801 0.360 3.519
49 H -1.654 -0.693 2.500
50 H 4.740 -3.669 2.734
51 H -0.302 2.659 3.463
52 H -0.295 -1.089 3.583
53 H 1.899 0.196 1.746
54 H 1.833 1.804 2.472
55 H 4.921 -5.142 1.774
56 H 0.898 -4.954 -1.027
57 H 3.660 -5.041 3.001
58 H -2.214 -0.796 -5.150



Quick rundown of E_tot, same order as above: -59933.3938; -16138.3983; -91732.8863; -50526.4226; -9777.3190; -126715.3766 eV